Entry 1:
This record from OMol25 describes a cluster of 2 separate species, C2H5OS in total. The level of theory is wB97M-V/def2-TZVPD.

## Properties
F_max = 0.8 eV/A
Kohn-Sham gap = 6.48 eV
Charge = -1
E_tot = -15037.760 eV
Energy relative to the best compared isomer or geometry (same formula, charge and spin) = 78.4 kJ/mol
E_HOMO = -0.0981 hartree

Geometry (Å):
1 S 1.63190 0.05135 -1.83520
2 O -0.20836 -0.66645 1.90348
3 C -0.38709 -0.29793 0.59046
4 C -1.29126 0.59012 0.19291
5 H -1.21537 0.87372 -0.84672
6 H 2.47091 0.11054 -2.88574
7 H -2.00103 1.03666 0.87567
8 H 0.72753 -0.85404 2.08183
9 H 0.27276 -0.84397 -0.07669


Entry 2:
This record from OMol25 describes the molecule C4H8O2. The level of theory is wB97M-V/def2-TZVPD.

## Properties
F_max = 0.4 eV/A
Kohn-Sham gap = 10.82 eV
E_tot = -8372.440 eV
Structure (SMILES) = CC(=O)CCO
Energy relative to the best compared isomer or geometry (same formula, charge and spin) = 81.2 kJ/mol
E_HOMO = -0.3651 hartree

Geometry (Å):
1 O 1.26738 1.12077 1.64721
2 O -0.45216 -0.85093 1.22889
3 C 0.24809 0.63301 -0.50412
4 C 0.41207 1.62291 0.65052
5 C -0.70619 -1.80997 -0.88057
6 C -0.33129 -0.67791 0.02748
7 H -1.69409 -1.63959 -1.31923
8 H 0.86140 2.54548 0.27769
9 H -0.58357 1.86496 1.05747
10 H 0.04444 -1.92681 -1.66417
11 H 1.23650 0.41643 -0.93676
12 H -0.76181 -2.69530 -0.23805
13 H -0.35147 1.07050 -1.31582
14 H 0.81071 0.32645 1.96946


Entry 3:
This record from OMol25 describes a cluster of 11 separate species, C44H121N11O11 in total. The level of theory is wB97M-V/def2-TZVPD.

## Properties
F_max = 2.5 eV/A
Kohn-Sham gap = 9.01 eV
E_tot = -86495.436 eV
Structure (SMILES) = COC[C@H](C)N.COC[C@H](C)N.COC[C@H](C)N.COC[C@H](C)N.COC[C@H](C)N.COC[C@H](C)N.COC[C@H](C)N.COC[C@H](C)N.COC[C@H](C)N.COC[C@H](C)N.COC[C@H](C)N
Energy relative to the best compared isomer or geometry (same formula, charge and spin) = 366.5 kJ/mol
E_HOMO = -0.3126 hartree

Geometry (Å):
1 O 4.36063 1.10667 0.39347
2 O 0.30298 1.64670 -0.35695
3 O 0.65393 -5.17819 -2.61567
4 O 0.32046 5.69128 -3.86564
5 O 3.33468 2.29497 3.91365
6 O -0.89612 5.90900 0.60305
7 O -4.31974 -8.15296 -2.01721
8 O 1.04878 -3.45614 1.43207
9 O 1.51201 -2.73570 5.19623
10 O 3.61063 6.68384 0.08959
11 O -7.09542 -4.23934 2.61230
12 N -0.85869 -4.82779 -0.26015
13 N 0.64936 3.29615 1.74120
14 N 3.02849 9.62681 -2.08367
15 N -1.36962 -2.12742 3.01931
16 N 0.78045 4.09047 -6.47650
17 N -4.58214 -1.57040 2.89387
18 N 5.99126 -1.27944 -1.87415
19 N 3.56975 -2.85231 -3.06930
20 N -2.45849 3.48729 0.58066
21 N -3.70084 -4.56188 -1.13397
22 N -1.70325 0.52861 1.32005
23 C 2.30453 6.17506 0.31158
24 C 1.97089 3.40402 2.36718
25 C 2.29707 -2.79824 1.43469
26 C -0.41793 -5.32437 1.06057
27 C -0.00614 -6.14296 -3.39745
28 C -8.47556 -4.44292 2.81925
29 C 2.52409 -3.57038 -2.33704
30 C 1.19197 2.10293 -1.34449
31 C 1.98189 4.80163 3.00410
32 C -0.00396 6.78236 -4.68062
33 C 2.03771 -3.87885 5.85896
34 C -0.35095 -1.73294 4.00393
35 C -3.56440 -9.14032 -2.67786
36 C 1.02868 -4.85901 1.25521
37 C -2.00547 4.18729 -0.61141
38 C -2.23740 -1.22275 -0.35669
39 C -6.64909 -2.89056 2.77013
40 C 1.80325 -4.62225 -3.22817
41 C -0.64651 0.71444 -0.92027
42 C -1.21398 -0.21390 0.19104
43 C -5.14326 -2.90993 2.59813
44 C 0.79298 3.59276 -5.08673
45 C 3.46174 1.39786 5.02391
46 C -5.77501 -5.34642 -2.04233
47 C -2.90570 3.81502 -1.78425
48 C 2.92855 8.23592 -1.66167
49 C 1.45176 -2.53454 -1.98810
50 C 3.45341 7.43382 -2.87072
51 C 5.32777 0.98054 -2.51547
52 C -1.12315 -0.85457 4.99665
53 C 4.38847 0.96316 1.81111
54 C 2.23448 3.60256 -4.54930
55 C -0.73540 -6.83463 1.02539
56 C 5.60707 0.03106 -1.35090
57 C -4.52198 -5.79069 -1.27077
58 C 3.63266 8.06510 -0.32991
59 C 0.24255 -2.98970 4.63733
60 C -4.45147 -3.93057 3.46640
61 C -1.18538 6.96291 1.49615
62 C -1.97065 5.69584 -0.33115
63 C 4.48892 -0.14239 -0.28857
64 C -3.65859 -6.88136 -1.88444
65 C 2.03770 2.26352 3.36122
66 C -0.18477 4.43219 -4.18679
67 H -4.49486 -5.00111 3.23963
68 H 6.71611 -1.09259 -2.55483
69 H -0.39317 6.94513 2.24711
70 H -2.66027 -1.79566 0.46592
71 H 5.27312 1.96287 -2.04449
72 H -1.06371 6.87651 -4.94442
73 H 4.05450 1.91074 2.22571
74 H 5.41977 0.77333 2.12580
75 H 1.28094 4.88919 3.83672
76 H 2.73623 7.31466 -3.68189
77 H 2.05299 -1.82603 1.87109
78 H -3.92890 4.14285 -1.57001
79 H -0.86122 -2.60948 2.27327
80 H 2.67382 3.33063 1.52868
81 H 3.83231 6.50300 -2.44271
82 H 2.99589 3.02844 -5.07471
83 H -4.30482 -3.91729 -0.64209
84 H -0.59064 -7.36970 1.96869
85 H 1.76266 1.39140 -1.94727
86 H 2.37080 -4.59124 5.09791
87 H -7.01569 -2.50134 3.72597
88 H 2.64392 -2.57204 0.42360
89 H 3.12249 8.66488 0.42937
90 H -0.15451 0.18906 -1.74105
91 H -3.57098 -1.72880 2.84148
92 H 4.39577 1.59939 5.54313
93 H 1.86178 8.00536 -1.54215
94 H 0.66485 -2.99510 -1.40037
95 H -5.58555 -4.54894 -2.76198
96 H -3.42204 3.78192 0.69585
97 H 0.50803 -7.11354 -3.34843
98 H 0.97927 -2.14012 -2.89239
99 H -1.79298 -1.46119 5.60579
100 H 3.54987 -0.38424 -0.79266
101 H 2.92146 5.09722 3.47897
102 H -8.91251 -3.98815 1.91915
103 H -2.80213 -6.96040 -1.20740
104 H 1.54506 -5.38867 2.06459
105 H -1.13890 7.91839 0.96294
106 H -1.17856 4.43196 -4.64982
107 H -8.92536 -3.93619 3.67946
108 H 4.25886 -3.56502 -3.29810
109 H 1.90792 2.81845 -0.93620
110 H 0.59033 2.48652 1.09684
111 H -3.06302 -0.72751 -0.87152
112 H -2.87578 -4.60169 -0.51803
113 H 1.24386 -4.27150 6.49716
114 H -7.14020 -2.26997 2.01147
115 H -0.04379 -5.86004 -4.45144
116 H -4.20582 -10.02132 -2.59595
117 H 1.45527 -4.07550 -4.10918
118 H -2.12468 6.85371 2.04443
119 H -2.87922 2.75665 -2.03449
120 H -3.37569 -3.76311 3.40405
121 H 0.62736 2.71144 -2.06475
122 H -6.45469 -4.81845 -1.36385
123 H 0.48820 4.10121 1.14080
124 H -4.65008 -1.26303 3.86139
125 H 2.52347 -5.41823 -3.44650
126 H 0.43141 2.56158 -5.07527
127 H 1.80561 6.82839 1.03357
128 H 4.37094 0.69384 -2.95051
129 H -1.70522 -0.08532 4.48262
130 H 1.85773 -1.63737 -1.51577
131 H -0.53145 -0.23098 5.67282
132 H -6.33385 -6.19006 -2.44536
133 H 2.83541 -4.04622 -1.39896
134 H -4.80397 -6.06676 -0.25017
135 H -0.20430 4.31311 -6.64010
136 H 6.48283 0.34149 -0.76422
137 H 2.23484 3.03333 -3.61085
138 H -3.26689 -6.58621 -2.86117
139 H 4.67846 8.36044 -0.37207
140 H -0.94219 0.97087 1.82862
141 H 0.47996 -1.24601 3.48345
142 H 1.29176 2.48758 4.13865
143 H 2.64334 10.24625 -1.37211
144 H -2.21674 1.38786 1.12390
145 H -0.38264 -5.16879 -1.10540
146 H -1.87709 3.72844 1.37662
147 H 0.22080 7.71143 -4.15497
148 H -1.01138 3.85788 -0.92065
149 H 1.68964 1.28850 2.99915
150 H 2.14257 5.14813 0.64106
151 H -8.75748 -5.49175 2.86670
152 H -1.49726 1.26904 -1.32680
153 H -1.71913 -1.83332 -1.09448
154 H -1.81937 -6.87687 0.92381
155 H 2.50941 4.62630 -4.29858
156 H -1.56578 6.24794 -1.18973
157 H -4.87291 -3.04999 1.55806
158 H 2.91688 -3.67299 6.46714
159 H -2.69836 4.33532 -2.72236
160 H -2.65222 -9.36199 -2.11725
161 H -1.68140 -1.27487 2.54060
162 H -0.55188 -3.85844 -0.28341
163 H -3.44118 -8.95758 -3.74851
164 H -4.85135 -3.83947 4.48014
165 H 6.16137 0.93893 -3.21309
166 H 2.59571 1.39380 5.68646
167 H -0.48440 -3.35062 5.37476
168 H -0.34624 -0.75185 0.59347
169 H -2.91090 6.10253 0.04444
170 H 3.93953 -2.29009 -2.30927
171 H 3.76456 0.14446 2.17738
172 H 4.27188 7.96872 -3.35569
173 H 4.79171 -0.92196 0.41283
174 H 2.47556 9.83290 -2.90633
175 H 6.30434 -1.99535 -1.23484
176 H -0.99471 -6.47962 -3.08493
177 H 1.77432 5.55659 2.24499
178 H -0.29227 3.87319 -3.25203
179 H -1.01803 -4.82460 1.82465
180 H 1.11133 5.05236 -6.49520
181 H 1.75965 6.19059 -0.63721
182 H 0.58769 6.75303 -5.59866
183 H -0.14444 -7.34150 0.26508
184 H 3.06070 -3.26066 2.06287
185 H 1.51254 -5.04720 0.28737
186 H 0.33392 -3.76209 3.86594
187 H 3.55093 0.38200 4.63040


Entry 4:
This record from OMol25 describes a structure of composition C10H17N2S. The level of theory is wB97M-V/def2-TZVPD.

## Properties
F_max = 4.2 eV/A
Kohn-Sham gap = 7.84 eV
Charge = +1
E_tot = -24452.088 eV
Energy relative to the best compared isomer or geometry (same formula, charge and spin) = 98.5 kJ/mol
E_HOMO = -0.4640 hartree

Geometry (Å):
1 S 2.05069 2.28361 -0.06620
2 N 0.78198 -0.61716 -0.14313
3 N -1.38415 -0.34434 0.18353
4 C 3.10171 -1.53907 -0.75891
5 C 2.97624 -0.53818 1.55289
6 C -2.59888 0.11884 0.88748
7 C -0.13863 0.13741 0.45640
8 C -3.50722 1.08434 0.04510
9 C -2.64245 1.97479 -0.90974
10 C 0.11113 -1.61861 -0.79870
11 C 2.68910 -0.40399 0.01338
12 C -1.24619 -1.48581 -0.50279
13 C 2.91358 0.92618 -0.50051
14 H 4.16863 -1.67717 -0.85735
15 H 3.04669 -1.65854 1.62037
16 H 3.93957 -0.04268 1.79597
17 H 2.12675 0.02279 2.00148
18 H -2.02374 -2.13478 -0.73180
19 H 2.86093 -2.53634 -0.21981
20 H -2.18697 0.53517 1.80743
21 H -2.04184 2.75381 -0.46357
22 H 3.67272 1.16569 -1.28056
23 H -2.15408 1.51512 -1.72751
24 H -3.39324 2.54629 -1.43268
25 H 0.04222 1.13559 0.94781
26 H 2.64293 -1.63643 -1.69787
27 H -4.11148 1.75315 0.76115
28 H 0.47638 -2.50536 -1.24731
29 H -4.13493 0.55652 -0.61897
30 H -3.37610 -0.70489 1.03100